# 1
The following is a DFT calculation (ωB97M-V with the def2-TZVPD basis set) of a structure of composition C27H28N7NaO2S2.

Summary:
Orbital gap (alpha / beta) (eV): 4.69 / 3.00
Total charge: -2
Lowest unoccupied orbital energy (alpha / beta) (eV): 3.9 / 3.9

Last column: Mulliken charge in e.
Positions of all 67 atoms, in Å:
S: 4.06893 -0.14309 2.10993  -0.157
S: -3.36425 2.63946 -0.71996  1.247
Na: 0.18796 0.60615 1.01810  0.644
O: -3.73474 3.22716 -1.99963  -0.752
O: -3.45877 3.29818 0.56892  -0.769
N: 2.99945 0.66910 1.10359  -0.239
N: 1.18445 2.70001 0.51860  -0.502
N: -7.11502 -2.14471 -0.11551  -0.554
N: -0.28940 0.57118 -1.46155  -0.029
N: 4.68695 2.00002 0.03670  -0.212
N: -1.89996 1.94010 -0.64210  0.033
N: -2.49181 0.40295 -2.35639  -0.374
C: -0.49304 -2.90949 1.99406  2.752
C: 2.50580 3.26246 -1.42498  -0.731
C: -1.04932 -3.55246 3.33948  -1.727
C: 2.21669 2.65171 -0.20767  0.886
C: -5.49521 1.02714 -1.24553  -0.106
C: 8.01217 -0.18665 0.70891  -0.718
C: 1.45884 4.18824 -1.89364  -0.996
C: -6.37450 -0.04432 -1.17473  -0.566
C: -4.15375 0.15612 0.46237  0.191
C: -0.83986 -1.18423 -2.92900  -0.891
C: 5.62450 1.16290 0.26403  0.553
C: -4.47320 1.21547 -0.41494  -0.444
C: -0.82428 -1.41835 1.89081  -1.423
C: -5.07397 -0.90596 0.59605  -0.560
C: 3.18929 1.53132 0.28396  0.194
C: 0.08459 -0.46309 -2.22647  -0.311
C: -6.27100 -0.99089 -0.13779  0.823
C: 6.91047 -0.48943 1.57500  -0.271
C: 0.39695 4.32555 -1.05850  -0.678
C: 0.98988 -3.18086 1.94295  -1.858
C: -1.63944 0.93594 -1.53611  -0.107
C: -2.13874 -0.75626 -2.96385  -0.356
C: 8.03656 0.83825 -0.18610  -0.353
C: 6.90165 1.52449 -0.50754  -0.903
C: -1.10570 -3.65267 0.83215  -2.040
C: 5.67903 0.13768 1.23653  0.270
C: 0.20630 3.63919 0.29915  -0.453
H: -7.69156 -2.11322 -0.93887  0.168
H: 1.49187 -2.51828 2.65083  0.323
H: -0.15706 5.19996 -0.90345  0.454
H: 1.55976 4.55014 -2.76003  0.729
H: 1.20091 -4.16643 2.25450  0.471
H: -2.84039 -1.33319 -3.42119  0.500
H: -2.16952 -3.76951 0.85301  0.430
H: 8.89886 1.24850 -0.72427  0.305
H: -0.95560 -3.20490 -0.10856  0.357
H: -0.55014 3.82981 1.04007  0.575
H: 4.77476 2.57455 -0.68980  0.205
H: -0.53374 -2.06214 -3.40283  0.436
H: -1.17590 -4.65954 3.30476  0.350
H: -4.75939 -1.76062 1.18795  0.303
H: -2.04697 -3.08631 3.42327  0.332
H: 1.08992 -0.59727 -2.05784  0.591
H: -0.73673 -4.62220 0.70760  0.499
H: -0.50227 -3.23612 4.15461  0.473
H: -6.79343 -3.02904 0.17338  0.195
H: 6.86422 -1.20924 2.33905  0.458
H: -7.20809 -0.27268 -2.02244  -0.072
H: -1.93743 -1.46902 1.76612  -0.027
H: -5.51887 1.64456 -2.12089  0.417
H: 8.79904 -0.58402 1.43827  0.148
H: -3.11592 0.03032 0.88314  -0.026
H: 2.92359 2.72813 -2.35183  0.054
H: 6.65379 2.21756 -1.22276  0.465
H: 1.38179 -2.95816 0.96891  0.375

***

# 2
The following is a DFT calculation (ωB97M-V with the def2-TZVPD basis set) of a structure of composition C27H29AgN8O2PS.

Summary:
Orbital gap (eV): 8.02
Total charge: +1
Lowest unoccupied orbital energy (eV): -2.5

Last column: Mulliken charge in e.
Positions of all 69 atoms, in Å:
Ag: -0.05686 -0.17000 0.19536  0.548
S: 2.78981 0.08516 0.87617  -0.107
P: 1.41424 -3.17768 -0.70876  0.893
O: 1.84130 -3.15507 0.82887  -0.606
O: 0.72531 -1.96917 -1.22788  -0.776
N: -0.73906 -0.41379 2.56868  0.714
N: 4.10316 1.41608 -1.03907  -0.475
N: 2.05195 2.28264 -0.51639  -0.973
N: -0.35478 -4.71868 0.55175  -0.602
N: 0.82671 2.03520 0.06607  0.529
N: 4.03622 -2.69168 -0.89627  -0.529
N: -1.92315 1.77283 0.39604  -0.430
N: -1.99655 -1.63030 0.45275  0.718
C: -3.71744 2.23818 1.90597  -0.584
C: -2.52316 -1.76886 1.68453  -0.422
C: -3.01256 3.30533 2.43863  -0.562
C: 0.16829 6.72800 -0.43307  -0.752
C: 2.99826 -3.50675 -1.53372  -0.753
C: -0.22934 5.40241 -0.34737  -0.082
C: 1.36137 7.13295 0.14783  -0.385
C: -3.63192 -1.98445 4.27774  -0.958
C: 0.35930 -4.67345 -0.73192  -0.582
C: 0.57966 4.46888 0.29445  0.248
C: -1.86742 -1.11073 2.80235  -0.361
C: -4.22962 -2.61102 3.24602  -0.915
C: 2.94496 1.38805 -0.31522  0.673
C: -3.75356 -2.98365 -0.43551  -0.628
C: -4.30066 -3.13306 0.81344  -0.814
C: -3.69084 -2.51402 1.91834  1.543
C: -2.59172 -2.21125 -0.56904  -1.201
C: -0.15923 0.20620 3.57303  -0.359
C: -1.79286 -0.54350 5.13550  -0.775
C: -2.43514 -1.21522 4.08088  1.215
C: -3.13218 1.51105 0.88071  -0.500
C: -1.76200 3.60347 1.92352  -0.633
C: 1.77652 4.87995 0.87551  -0.104
C: -0.65429 0.17410 4.88397  -1.067
C: 2.16094 6.20968 0.80817  -0.790
C: -1.24542 2.79993 0.91176  0.237
C: 0.12566 3.05780 0.38367  0.400
H: -3.43287 3.90331 3.23648  0.469
H: -3.65963 0.68108 0.42259  0.547
H: -5.13108 -3.19198 3.39526  0.436
H: 3.20740 -4.58192 -1.52622  0.375
H: -1.16619 5.08707 -0.79108  0.478
H: 2.40239 4.15774 1.38233  0.432
H: -4.04268 -2.04901 5.27762  0.435
H: 3.08764 6.52663 1.26805  0.402
H: -1.18545 4.43817 2.29904  0.514
H: -0.13586 0.70492 5.67000  0.450
H: -4.20345 -3.43772 -1.30740  0.439
H: 3.41674 -0.84535 0.11781  0.003
H: 1.66665 8.16939 0.09099  0.402
H: -2.20742 -0.60083 6.13457  0.444
H: 1.00132 -5.55087 -0.81475  0.501
H: 4.94121 1.09893 -0.58125  0.249
H: -4.70441 1.97789 2.26342  0.468
H: -0.57920 -5.66860 0.81496  0.236
H: -1.22125 -4.19497 0.50731  0.080
H: 0.74474 0.75856 3.33784  0.351
H: 4.20590 2.22652 -1.63196  0.256
H: -5.20196 -3.71568 0.96064  0.460
H: 4.32953 -3.12011 -0.02606  0.224
H: -0.28834 -4.64567 -1.61129  0.345
H: 4.84901 -2.62064 -1.49541  0.230
H: -0.45557 7.44496 -0.94987  0.402
H: 1.14819 -3.63941 1.32643  0.412
H: 2.87666 -3.19433 -2.57107  0.382
H: -2.12678 -2.06323 -1.53759  0.584

***

# 3
The following is a DFT calculation (ωB97M-V with the def2-TZVPD basis set) of a structure of composition C27H29BBr2Cl2N7O2Ti.

Summary:
Orbital gap (alpha / beta) (eV): 4.66 / 4.64
Total charge: -1
Lowest unoccupied orbital energy (alpha / beta) (eV): 2.2 / 2.2

Last column: Mulliken charge in e.
Positions of all 71 atoms, in Å:
Br: -4.40733 0.95025 -5.11555  -0.225
Br: 0.03989 -3.45064 -1.18382  -0.587
Ti: -0.26522 -1.15583 -0.07086  -0.306
Cl: -0.90009 -3.20842 4.16412  -0.261
Cl: -5.88537 -4.75098 2.81565  -0.282
O: -1.95378 -1.19077 -0.71528  0.327
O: -0.90987 -1.87645 1.55741  -0.123
N: 2.33665 -0.21510 1.42186  0.131
N: -0.43010 0.87587 0.75040  1.611
N: -1.28058 1.04877 -2.47321  0.327
N: 0.69050 1.64118 0.90122  0.323
N: 2.12139 0.68056 -0.91531  0.644
N: 1.68174 -1.38045 1.12823  0.580
N: 1.27550 -0.26717 -1.42084  1.272
C: -3.35583 -3.91547 3.33417  -0.787
C: 2.53411 0.55807 -3.07112  -1.508
C: -3.04571 -1.84737 -0.35677  -0.927
C: -2.99325 1.56355 -4.02466  -0.538
C: 0.77109 -1.23581 -3.65613  -1.671
C: -4.40207 -3.88807 2.40979  0.363
C: 0.35766 2.88903 1.26279  1.041
C: -2.20749 -3.22798 3.00031  0.429
C: 1.77071 -3.74269 1.86728  -1.213
C: -2.87419 1.17050 0.93429  -1.081
C: 3.29740 -0.43692 2.33945  0.934
C: -2.04597 -2.52716 1.80242  -0.354
C: -2.67467 2.90485 -3.97746  -0.073
C: -0.97072 2.33368 -2.41309  -0.059
C: 3.91886 2.24012 -1.65902  -1.361
C: 1.36963 3.96427 1.49541  -1.330
C: -1.64166 3.30577 -3.15124  -1.159
C: -1.02000 2.94603 1.35494  -1.729
C: 4.17880 0.64823 2.86673  -1.391
C: 1.51370 -0.33552 -2.72737  0.443
C: -3.12814 -2.52207 0.86893  1.466
C: 2.22960 -2.32377 1.87760  0.637
C: -2.27318 0.65512 -3.25407  -0.308
C: 2.89093 1.18054 -1.89073  0.942
C: -4.31474 -3.22190 1.22382  -1.437
C: -1.46914 1.66238 1.01461  0.444
C: 3.26348 -1.77346 2.66104  -1.519
B: 2.08456 1.04436 0.59223  -1.263
H: 0.86210 4.87475 1.81231  0.386
H: 2.45604 -4.35932 1.28160  0.225
H: -1.35589 4.34670 -3.07544  0.441
H: -3.43821 -4.44373 4.27152  0.439
H: -2.99119 0.21226 1.44016  0.086
H: 2.94635 0.72951 -4.05250  0.466
H: 1.30658 -2.17602 -3.78894  0.275
H: -0.21035 -1.49357 -3.26962  0.206
H: -0.16094 2.59987 -1.73855  0.390
H: 1.74454 -4.12651 2.88784  0.349
H: -3.88277 -1.83279 -1.04520  0.129
H: -3.22955 3.62026 -4.57122  0.428
H: 3.47097 3.16505 -1.29176  0.183
H: 3.59657 1.49049 3.24364  0.232
H: 4.66253 1.92678 -0.92563  0.242
H: 4.78103 0.25609 3.68551  0.371
H: 2.92559 1.86810 0.82753  -0.100
H: -1.62411 3.79502 1.63280  0.471
H: 1.93760 4.18740 0.59072  0.196
H: 4.85368 1.03506 2.10056  0.218
H: 0.78232 -3.83061 1.42901  0.041
H: -2.50893 -0.40369 -3.25501  0.590
H: -5.15040 -3.23109 0.53425  0.412
H: 4.42869 2.45689 -2.59705  0.392
H: -3.17095 1.01635 -0.10288  0.039
H: -3.54552 1.89926 1.38974  0.444
H: 0.66797 -0.74658 -4.62725  0.366
H: 3.88151 -2.28910 3.37855  0.456
H: 2.08763 3.68398 2.26709  0.202

***

Number 1: total energy -2537.7867 Ha. Number 2: total energy -2521.2600 Ha. Number 3: total energy -8523.1297 Ha.